Entry 1:
Formula: C42H63FN3O8PS
Source: the Open Molecules 2025 dataset
Level of theory: the ωB97M-V functional and the def2-TZVPD basis

The spin multiplicity is 3. Its largest force on an atom is 8.40 eV Å⁻¹. The HOMO-LUMO gap (spin up / spin down) is 6.99 / 6.99 eV.

The geometry in XYZ format:
```
119
Properties=species:S:1:pos:R:3:forces:R:3:mulliken_charge:R:1
C -5.546 -1.245 -3.226 -0.7034 0.5076 -0.6406 -0.74
C -5.588 -0.229 -1.934 -0.2156 -0.1142 -0.4235 -0.42
C -4.515 -0.625 -0.735 -0.1198 0.1583 0.0096 -0.57
C -3.220 -1.422 -1.352 -1.3019 0.1793 -1.2466 -0.41
O -2.036 -1.453 -0.474 1.3520 -3.4459 -1.9443 -0.36
C -1.140 -2.552 -0.948 1.7087 -1.9776 -0.7702 0.30
C -0.964 -2.885 -2.575 2.0616 -2.0692 1.2393 -0.18
C 0.031 -4.079 -3.153 -0.1008 0.5874 4.4897 -0.44
C 0.882 -4.994 -2.087 -2.5275 2.9361 1.4606 -0.54
C 0.715 -4.666 -0.489 -1.0572 1.3313 -1.7524 0.30
C -0.279 -3.463 0.109 0.8260 -0.5918 -2.7985 0.28
C -0.287 -3.255 1.767 -4.4157 0.6822 1.0059 0.19
O -1.457 -3.031 2.369 7.4547 -1.1536 -3.2677 -0.55
C 1.176 -3.402 2.506 3.4139 -1.0650 1.0161 0.19
C 2.161 -4.616 1.912 0.8948 1.2407 1.5400 0.05
C 3.676 -4.934 2.487 -3.4662 3.8195 1.9063 -0.65
C 4.184 -3.961 3.741 -3.3249 -0.0625 -2.3384 0.44
P 5.956 -4.305 4.404 1.0557 -0.2730 0.0156 0.69
O 6.451 -5.905 3.863 -1.0915 3.5370 -1.7789 -0.51
O 7.015 -3.148 3.597 -2.7626 -2.2200 -0.8274 -0.53
S 6.105 -4.296 6.345 -0.0792 0.2228 -1.6153 -0.36
C 3.186 -2.769 4.358 -0.4704 -1.5045 -1.8128 0.19
F 3.736 -2.004 5.501 -1.8736 -2.1933 -3.6219 -0.34
C 1.692 -2.440 3.770 1.3680 -2.7681 -1.6222 0.41
C 0.647 -1.303 4.315 0.1200 0.3308 0.1561 -0.46
C 1.322 0.130 4.732 -0.4218 0.3714 1.1312 -0.61
N 1.721 1.009 3.549 1.6719 0.3136 0.7773 0.28
C 1.764 2.483 3.937 0.0721 2.0611 0.0147 -0.42
C 1.536 3.491 2.623 -0.4011 -0.3394 0.9213 -0.91
C 3.027 0.568 2.925 -0.3072 -4.0523 -5.1663 0.31
C 4.537 0.885 3.480 -0.0134 1.0385 -0.9783 -0.70
O 2.923 -0.185 1.797 0.6447 4.5399 6.9263 -0.58
C 1.583 -5.538 0.643 0.0880 -3.8883 -0.1421 0.06
O 1.766 -6.864 0.567 -0.8225 8.3519 0.3441 -0.52
H -5.622 -2.390 -2.942 0.4245 2.4370 -0.5009 0.23
H -6.487 -1.038 -3.931 2.0341 -0.3779 1.5797 0.22
H -4.600 -0.991 -3.890 -1.8698 -0.8792 1.4214 0.20
H -5.385 0.877 -2.325 -0.3307 -2.4226 0.8533 0.23
H -6.692 -0.233 -1.511 2.3681 0.0110 -0.6834 0.33
H -5.077 -1.320 0.047 1.3970 1.5582 -1.5543 0.25
H -4.193 0.394 -0.235 -0.5133 -2.2723 -0.7869 0.23
H -2.913 -0.892 -2.369 -0.6575 -1.1027 2.1366 0.20
H -3.561 -2.532 -1.575 0.7727 2.2976 0.3385 0.41
H -1.529 -2.249 -3.413 1.3322 -1.5312 2.3275 0.16
H 0.184 -4.299 -4.315 -0.5844 0.7486 2.8933 0.28
H 1.604 -5.861 -2.463 -1.8031 2.1307 1.0618 0.30
H 4.311 -5.808 2.031 -1.4533 1.9480 1.1177 0.12
H 6.536 -5.863 2.852 -0.0138 -0.2642 1.9457 0.33
H 6.725 -3.041 2.623 0.5225 -0.1944 2.1266 0.37
H -0.205 -1.050 3.519 2.1618 -0.8933 1.5369 0.17
H 0.082 -1.720 5.268 1.3417 0.7124 -1.9182 0.40
H 2.208 0.049 5.513 -1.7295 -0.2102 -1.5463 0.20
H 0.469 0.743 5.301 1.8059 -1.4146 -1.3491 0.45
H 2.769 2.824 4.430 -1.7590 -0.8386 -0.6721 0.24
H 0.904 2.792 4.698 1.7680 -1.2748 -1.6055 0.37
H 0.883 4.411 3.011 1.4099 -2.0240 -1.0254 0.29
H 0.935 2.850 1.845 1.2673 1.5361 1.2858 0.30
H 2.547 3.925 2.213 -2.0294 -1.0873 0.6489 0.19
H 5.336 0.513 2.679 -2.0974 0.5568 1.7507 0.31
H 4.645 2.071 3.486 -0.1666 -2.5113 0.3838 0.15
H 4.791 0.426 4.526 -0.8050 0.9494 -1.9487 0.20
C 5.714 7.925 4.980 0.3211 0.1319 -0.2590 -1.69
C 5.050 6.624 5.529 -0.7220 1.8149 -0.2187 1.98
C 5.135 6.584 7.083 -0.0418 -0.4923 -0.0132 -1.40
C 6.524 6.265 7.615 0.1788 0.1064 -0.0703 -0.44
C 7.065 4.983 6.989 -0.3952 0.0568 0.0396 -1.19
C 7.035 5.016 5.439 2.0069 -0.2466 -0.3559 1.73
N 5.695 5.426 4.890 -2.7794 -3.5275 2.4299 0.17
O 4.821 4.336 5.053 2.2770 2.8141 -0.9814 -0.45
C 8.146 5.985 4.944 -0.1031 0.3224 0.0305 -1.87
C 7.499 3.629 4.893 -0.7157 -0.0697 0.0568 -1.83
C 3.543 6.790 5.148 0.1167 -0.8283 0.0230 -1.96
H 6.199 8.507 5.770 0.0255 -0.1277 -0.0950 0.33
H 6.452 7.729 4.199 -0.0537 -0.0955 0.2132 0.33
H 4.989 8.589 4.495 -0.0348 -0.2405 0.2985 0.49
H 4.440 5.824 7.472 0.0970 0.0819 -0.3085 0.37
H 4.797 7.538 7.504 -0.0310 -0.0249 -0.3318 0.37
H 7.206 7.104 7.427 -0.0603 -0.1119 -0.0220 0.27
H 6.484 6.149 8.702 -0.0125 0.0278 -0.0786 0.38
H 8.089 4.815 7.345 -0.0977 -0.0216 -0.3434 0.37
H 6.473 4.136 7.361 -0.0183 0.0635 -0.2491 0.36
H 8.103 6.110 3.857 -0.0651 -0.0224 0.1637 0.39
H 9.142 5.593 5.183 -0.3178 -0.1567 0.0330 0.43
H 8.100 6.971 5.409 -0.0949 -0.0817 -0.1079 0.38
H 6.883 2.800 5.260 -0.0557 0.3006 -0.1085 0.30
H 8.528 3.406 5.206 -0.2629 0.3778 0.0236 0.44
H 7.479 3.610 3.797 -0.0675 0.0685 0.1767 0.45
H 3.410 6.812 4.060 0.1072 -0.0554 0.1705 0.49
H 3.142 7.733 5.548 0.4595 -0.1611 -0.0382 0.47
H 2.910 5.993 5.555 0.2746 0.0058 -0.1416 0.31
C -6.542 -4.268 -9.425 0.3661 0.1317 -0.1822 -1.67
C -7.585 -3.861 -8.338 0.4283 -1.7279 -0.7572 1.87
C -8.990 -3.664 -8.979 -0.1220 0.2799 0.3751 -1.38
C -9.123 -2.381 -9.785 0.1451 0.0553 -0.1502 -0.46
C -8.709 -1.171 -8.953 -0.1327 -0.3113 0.1714 -1.21
C -7.292 -1.322 -8.342 0.8649 1.5821 -0.8536 1.69
N -7.105 -2.630 -7.621 -3.9203 0.4440 3.1384 0.25
O -7.806 -2.547 -6.405 2.2951 -0.2253 -2.9629 -0.49
C -6.245 -1.172 -9.480 0.0134 -0.2786 -0.1791 -1.85
C -7.003 -0.094 -7.423 -0.2934 -0.4763 0.4443 -1.73
C -7.666 -5.121 -7.414 -0.2080 0.6367 0.5059 -1.91
H -6.964 -4.239 -10.435 0.0630 0.0956 0.1060 0.33
H -5.647 -3.642 -9.411 -0.2360 0.0406 0.0145 0.33
H -6.156 -5.283 -9.270 -0.3465 0.1523 0.0695 0.48
H -9.758 -3.650 -8.189 0.3368 -0.0036 0.0061 0.39
H -9.236 -4.520 -9.618 0.2815 -0.0285 0.1647 0.36
H -8.523 -2.443 -10.702 -0.0244 0.0286 0.1224 0.26
H -10.160 -2.258 -10.113 0.0719 -0.0325 0.0166 0.38
H -8.758 -0.271 -9.581 0.2723 -0.0775 0.2015 0.37
H -9.452 -1.023 -8.157 0.2397 -0.0775 0.0658 0.36
H -5.231 -1.363 -9.110 -0.1765 -0.0253 -0.0089 0.39
H -6.251 -0.154 -9.887 -0.1682 -0.1256 0.2787 0.44
H -6.432 -1.828 -10.332 0.0493 -0.0253 0.1560 0.37
H -7.744 0.024 -6.623 0.1679 -0.2600 -0.1363 0.34
H -7.025 0.843 -7.997 -0.0061 -0.4390 -0.1318 0.42
H -6.011 -0.171 -6.961 -0.1712 -0.0887 -0.0724 0.41
H -6.706 -5.310 -6.918 -0.1444 0.1332 -0.0962 0.46
H -7.916 -6.017 -8.000 0.1380 0.4445 -0.1479 0.45
H -8.440 -5.035 -6.643 0.2325 0.1919 -0.1184 0.35
```
Forces are in eV/Å.


Entry 2:
Formula: CH2N2OS
Source: the Open Molecules 2025 dataset
Level of theory: the ωB97M-V functional and the def2-TZVPD basis

The spin multiplicity is 1. Its SMILES is N#C[S@H](=N)=O. The energy above the lowest of the compared OMol25 structures with the same formula, charge and spin is 4.075 eV. Its largest force on an atom is 15.50 eV Å⁻¹. The HOMO-LUMO gap (spin up / spin down) is 9.90 / 9.90 eV.

The geometry in XYZ format:
```
7
Properties=species:S:1:pos:R:3:forces:R:3:mulliken_charge:R:1
N -2.536 -0.678 -0.116 12.7886 6.3840 1.9010 -0.29
C -1.305 -0.062 0.061 -13.9597 -6.5650 -1.5445 0.30
S 0.338 0.455 -0.046 2.2514 -0.7619 1.4735 0.66
N 1.325 -0.305 0.798 -0.7809 -0.2794 0.2685 -0.53
O 0.408 1.857 -0.051 -0.3782 1.6423 0.4525 -0.51
H 0.488 0.044 -1.231 -0.0873 -0.8189 -2.7690 0.12
H 1.283 -1.311 0.584 0.1660 0.3990 0.2180 0.26
```
Forces are in eV/Å.


Entry 3:
Formula: C17H12N5O6OsS
Source: the Open Molecules 2025 dataset
Level of theory: the ωB97M-V functional and the def2-TZVPD basis

Its total charge is +1. The spin multiplicity is 5. The energy above the lowest of the compared OMol25 structures with the same formula, charge and spin is 0.000 eV. Its largest force on an atom is 0.28 eV Å⁻¹. The HOMO-LUMO gap (spin up / spin down) is 6.82 / 5.04 eV.

The geometry in XYZ format:
```
42
Properties=species:S:1:pos:R:3:forces:R:3:mulliken_charge:R:1
Os -0.168 -0.671 -0.200 -0.2060 -0.1084 0.0984 1.59
O 2.000 -0.387 -3.565 0.0098 -0.0356 0.0297 -0.52
C 1.602 -0.424 -2.446 -0.1262 0.0885 -0.0705 0.08
O 0.307 -0.636 -2.101 0.1700 -0.0603 -0.0122 -0.74
C 2.495 -0.217 -1.239 -0.0063 -0.0325 0.0316 0.80
C 3.852 0.018 -1.208 -0.0030 0.0010 -0.0073 -0.57
C 4.456 0.169 0.042 -0.0059 -0.0014 0.0012 -0.22
C 3.715 0.084 1.221 -0.0048 0.0033 0.0029 -0.58
C 2.362 -0.153 1.111 -0.0087 -0.0179 -0.0236 0.76
N 1.816 -0.290 -0.096 0.1799 0.0095 -0.0073 -0.09
C 1.334 -0.294 2.217 -0.1314 0.0307 0.0518 0.09
O 1.601 -0.184 3.370 0.0157 -0.0108 -0.0255 -0.52
O 0.091 -0.540 1.736 0.1664 0.0230 0.0026 -0.70
H 4.408 0.077 -2.133 0.0139 0.0025 0.0105 0.52
H 5.520 0.353 0.097 0.0007 -0.0004 0.0000 0.46
H 4.162 0.194 2.199 0.0147 0.0019 -0.0081 0.52
N -5.404 -4.829 -4.416 0.0334 0.0410 0.0208 -0.46
C -4.717 -4.301 -3.374 -0.0627 -0.0360 -0.0154 1.13
C -5.403 -3.782 -2.260 -0.0149 -0.0024 0.0075 -0.73
C -4.711 -3.256 -1.198 0.0277 0.0010 -0.0318 -0.53
C -3.314 -3.228 -1.237 -0.0823 -0.0914 0.0312 0.14
C -2.615 -3.738 -2.333 -0.0401 0.0422 -0.0513 -0.42
C -3.311 -4.270 -3.390 0.0666 0.0128 0.0182 -0.85
S -2.473 -2.538 0.084 0.0935 0.1815 0.0565 1.32
O -3.229 -2.607 1.285 -0.0210 -0.0448 -0.0158 -0.65
O -1.065 -2.979 0.063 0.0416 0.0436 -0.0614 -0.81
N -2.124 -0.961 -0.292 -0.2142 0.1637 -0.0054 -0.18
C -2.817 0.227 -0.143 0.1778 -0.2091 -0.0471 0.57
N -4.122 0.319 -0.054 -0.0118 0.1370 0.0109 -0.46
C -4.580 1.569 0.076 -0.0097 -0.0875 0.0098 -0.16
C -3.751 2.680 0.105 0.0037 0.0372 -0.0038 -0.60
C -2.389 2.460 -0.005 0.0188 -0.0826 0.0061 -0.15
N -1.915 1.224 -0.128 -0.0999 0.0404 0.0099 -0.20
H -6.405 -4.880 -4.402 -0.0224 -0.0061 0.0053 0.20
H -4.926 -5.225 -5.203 0.0109 -0.0131 -0.0154 0.19
H -6.485 -3.811 -2.240 0.0018 -0.0036 0.0049 0.31
H -5.236 -2.868 -0.337 0.0109 0.0014 0.0031 0.43
H -1.534 -3.724 -2.341 0.0103 -0.0049 -0.0035 0.45
H -2.777 -4.677 -4.239 0.0024 -0.0023 0.0024 0.31
H -5.655 1.675 0.159 -0.0002 -0.0047 -0.0056 0.44
H -4.150 3.677 0.210 -0.0051 -0.0024 -0.0038 0.40
H -1.671 3.270 0.009 0.0061 -0.0038 -0.0005 0.44
```
Forces are in eV/Å.